1.
Below is a 2-piece molecular cluster, C8H11N overall at a distorted geometry, with properties calculated with ωB97M-V/def2-TZVPD.

## Properties
* HOMO level (spin up / spin down): -8.3 / -7.7 eV
* calculated total energy: -365.9375 a.u.
* energy above the lowest of the compared OMol25 structures with the same formula, charge and spin: 526.6 kJ/mol

XYZ file:
```
20
Properties=species:S:1:pos:R:3:forces:R:3
H 1.3292 1.6714 3.1511 -0.263 -0.314 -0.963
H -2.7857 0.4349 -2.1034 -0.704 0.420 -0.154
H 3.1433 -0.1928 0.1923 -0.425 -0.143 -1.363
H 0.2775 2.0005 1.6566 0.219 -0.236 1.247
C 2.6289 -0.1305 1.1180 2.489 -1.018 0.840
C -0.0677 -1.6520 -1.1612 -1.048 0.998 0.251
C 1.5265 0.4494 1.4084 -0.262 0.063 -0.017
H -1.7784 -0.6727 -3.1625 -0.182 0.872 0.532
N -0.9535 2.6486 0.8064 -0.391 2.601 1.103
H -0.0248 0.5877 2.7652 -0.769 -0.195 0.043
H 3.3952 -0.5402 1.8566 -1.346 0.623 -0.103
H -0.2716 -2.4280 -1.9188 0.086 0.496 0.307
C 0.7561 1.1713 2.3205 0.475 1.070 0.846
H -0.0464 -2.0812 -0.1540 0.058 -0.103 -0.286
C -1.0917 -0.4699 -1.1482 0.380 -0.821 -0.313
C -1.0539 1.6661 0.2037 -0.733 1.512 0.106
C -2.2271 -0.4675 -2.1548 2.745 -0.314 -0.810
H -2.7357 -1.3754 -2.0594 -1.580 -1.172 0.670
C -0.8940 0.5125 -0.3033 0.922 -3.849 -1.730
H 0.8739 -1.1322 -1.3131 0.328 -0.490 -0.204
```
Positions in Å, forces in eV/Å.

=====

2.
Below is a 2-piece molecular cluster, C6H10IN3O overall at a distorted geometry, with properties calculated with ωB97M-V/def2-TZVPD.

## Properties
* HOMO level: -6.5 eV
* calculated total energy: -771.6817 a.u.

XYZ file:
```
21
Properties=species:S:1:pos:R:3:forces:R:3
N 2.1878 -1.1012 0.1562 0.224 1.916 -1.272
H 1.7805 -1.9785 1.9972 -0.039 -0.502 0.895
H 0.0108 3.0794 0.5185 -0.396 0.882 -0.278
O -0.5754 0.8468 -1.4552 -1.164 -0.586 1.780
I -3.0323 -0.5931 -0.1561 0.838 0.332 -0.448
H 1.0248 1.8272 0.0185 2.243 -1.023 -2.770
H 0.1933 -3.7061 1.9259 -0.148 -0.314 0.451
H 1.6074 -0.5927 -1.9732 0.585 -0.415 1.491
H -0.1134 -2.3679 -1.5671 -0.108 -0.077 0.125
C 1.4846 -1.8624 0.9948 1.684 0.172 -0.159
H -1.5825 1.4131 1.6255 1.440 -0.569 -1.604
C -1.0747 0.6265 -0.3928 -1.012 -0.140 -1.643
C -0.6935 1.0753 0.9522 0.925 -0.181 2.596
C -0.2682 -3.4119 1.0100 -0.205 -0.433 0.269
H 0.9942 2.2311 1.5883 2.139 0.392 3.527
N 0.5372 -2.5622 0.3761 -0.476 1.133 0.312
C 1.5500 -1.1123 -0.9823 -0.529 -0.662 -0.738
H -0.9020 -4.0779 0.5050 -0.646 -0.456 -0.779
N 0.4793 -1.9912 -0.8465 -0.233 -0.477 -0.522
C 0.4384 2.1401 0.7681 -4.397 -0.642 -0.002
H -0.2848 0.1240 1.5224 -0.727 1.651 -1.232
```
Positions in Å, forces in eV/Å.

=====

3.
Below is C41H37BrCl5F9IN7O9STi as an isolated structure, with properties calculated with ωB97M-V/def2-TZVPD.

## Properties
* HOMO level: -12.9 eV
* total charge: +2
* calculated total energy: -9963.7235 a.u.
* energy above the lowest of the compared OMol25 structures with the same formula, charge and spin: 83.5 kJ/mol

XYZ file:
```
112
Properties=species:S:1:pos:R:3:forces:R:3
N 1.7505 -6.5965 4.0988 -0.032 0.126 0.347
C 1.5561 1.5005 1.1879 0.045 0.001 -0.026
H 2.3391 4.0510 1.5089 0.000 -0.028 0.006
C -3.0849 -1.7751 0.3176 0.118 -0.380 -0.097
O -1.3849 -3.1219 2.1010 -0.083 -0.007 0.010
C 2.9241 1.9943 1.0344 0.109 0.034 -0.096
H 0.7952 0.9460 -3.7089 -0.046 0.011 0.027
H 2.7218 -2.2863 -5.7666 -0.005 -0.007 0.023
O 0.6206 -7.0011 4.2669 0.030 0.013 -0.154
Cl -2.7445 3.7707 2.8822 0.114 0.037 -0.114
C 1.6750 -2.5762 -2.5669 -0.011 -0.153 0.083
C -0.8142 3.1970 -3.2729 0.124 -0.082 0.054
C 1.2105 1.9162 -3.4217 -0.071 0.073 -0.002
F -1.5579 -1.5378 4.7127 -0.008 -0.013 -0.067
H 4.0392 3.6586 1.7870 -0.026 -0.004 0.003
C 2.1005 3.9216 -4.7000 0.025 0.036 -0.061
H -0.3177 2.7821 -0.1310 -0.055 0.015 0.004
H -4.0875 0.9778 0.3274 -0.014 0.017 -0.005
C -3.3154 1.6186 -0.0546 -0.009 -0.005 -0.082
C -1.0954 1.9724 5.7890 -0.079 0.002 -0.122
Cl -2.0017 3.9707 -6.0141 0.013 0.008 0.018
N -2.1200 3.0569 -1.1831 -0.010 0.136 0.018
H 3.8202 -0.0012 0.9410 -0.052 0.134 0.034
C -3.3730 2.4992 -1.0810 -0.015 -0.047 -0.035
C -1.6433 3.9478 -2.2407 -0.086 0.055 0.016
C 2.0393 -1.9762 -3.7648 -0.018 0.156 0.111
C 1.8415 3.0009 -6.9487 -0.017 0.029 -0.034
H 2.2739 -1.6517 2.1985 -0.028 -0.069 0.004
H -4.6318 -3.0203 0.0855 0.013 -0.042 0.001
C 2.4334 -2.7578 -4.8363 0.023 -0.079 -0.077
C 3.1656 -4.6956 3.4074 0.008 0.044 -0.013
O 0.2775 2.6122 -2.5764 0.000 -0.039 -0.070
C -2.1919 2.4208 -5.2630 -0.039 -0.036 0.074
H -1.3600 0.6767 -2.5028 -0.022 0.011 -0.020
C -2.9326 1.4603 -5.9370 -0.004 0.009 0.005
H -0.4488 3.9529 -3.9687 0.002 -0.019 -0.087
H 2.8148 3.0860 2.9264 0.008 0.014 -0.055
O -0.2174 -1.1923 2.1629 -0.151 0.168 0.024
C -1.6265 2.1645 -4.0152 -0.018 -0.035 -0.109
C 3.8907 0.9090 1.5382 -0.109 0.116 -0.005
H 4.0455 -5.2647 3.6675 0.028 -0.008 -0.004
Cl -3.9282 1.0243 3.0314 -0.127 0.056 -0.020
H -2.5153 4.3854 -2.7232 0.008 0.034 -0.002
C 1.5834 2.6602 -4.6647 0.032 -0.024 -0.024
H 4.1563 2.6996 -0.5740 -0.016 -0.005 0.028
F -0.2904 2.9596 5.4019 0.054 0.031 -0.015
H -2.7031 -1.0508 -3.6800 0.012 0.033 -0.007
H -0.2085 -4.9817 3.3370 -0.026 0.032 -0.018
C 1.7042 -3.9614 -2.4413 -0.071 0.064 0.070
H 4.9099 1.2881 1.4524 -0.041 0.020 -0.004
O 2.7678 -7.1892 4.3679 0.044 -0.033 -0.122
I 1.1217 -1.3561 -0.9523 0.053 0.060 -0.226
C 2.4662 -4.1398 -4.7113 0.003 0.044 -0.030
H -5.4144 -1.5691 2.2353 -0.004 0.044 -0.009
C 3.0201 3.2802 1.8726 0.099 0.038 0.060
Ti -1.3266 0.2771 1.9880 0.704 -0.657 0.209
N -2.6142 -1.9843 -0.9178 0.059 0.071 0.001
H -4.5405 2.9743 4.1637 -0.004 0.071 0.046
H -3.8383 -2.2109 2.7863 0.025 0.020 0.008
C -4.6730 -2.3545 2.1059 0.039 -0.043 -0.009
N -2.0331 1.6326 0.4798 0.069 -0.102 -0.039
Cl 2.4221 4.9217 -3.3412 0.028 0.018 0.006
C 2.1456 -2.6581 2.5727 0.021 0.209 0.000
C 3.2517 -3.4079 2.9085 0.094 -0.192 -0.136
F 1.2831 0.6747 6.3201 -0.025 0.018 0.090
O -2.4709 -0.9480 1.0674 -0.471 0.669 0.422
N -4.1727 -2.4003 0.7328 -0.002 0.142 0.157
H -4.9219 3.0526 2.4070 -0.034 0.068 -0.013
C -1.3517 2.5199 -0.2400 -0.038 0.038 -0.062
Br 1.1957 -4.8404 -0.8433 0.019 0.017 -0.033
H 2.0779 1.7366 -2.7881 -0.053 0.049 -0.064
C -2.5573 -0.0697 -4.1113 -0.016 -0.046 -0.014
H 1.0269 1.1546 -6.1908 0.031 0.047 0.015
C 0.8085 0.4068 5.1184 0.025 -0.045 -0.082
H -2.9610 -2.7531 -1.4681 0.017 -0.027 0.008
H 2.0235 -0.8970 -3.8514 0.024 -0.064 -0.015
C -1.5112 -0.5446 5.6172 -0.113 -0.068 -0.157
C -4.1777 2.8196 3.1565 -0.163 -0.236 0.026
H 3.1080 1.3558 -1.0385 0.007 0.027 0.064
F -0.9262 -1.0005 6.7085 0.022 0.039 0.127
C 2.1015 -4.7414 -3.5188 0.000 -0.033 0.034
C 0.7603 -4.5187 3.2194 0.058 -0.134 0.045
H 2.4365 2.9994 -0.8615 0.051 -0.075 0.043
C -0.3542 -2.5441 2.3012 0.080 0.319 -0.043
C -1.8237 0.9028 -3.4587 0.057 -0.007 0.003
C 3.1563 2.2796 -0.4607 -0.002 0.071 0.062
O 5.5496 -3.4745 3.0188 -0.096 -0.056 -0.242
H 1.8336 2.8533 -8.0180 0.010 0.022 0.059
H 2.7788 -4.7561 -5.5435 -0.004 0.012 0.008
C -3.1088 0.2187 -5.3513 -0.003 0.014 -0.004
C 1.8975 -5.2201 3.5630 -0.028 0.005 -0.136
C 1.4342 2.1369 -5.9818 -0.076 -0.068 -0.013
N 0.4678 1.1563 1.3039 0.045 -0.146 0.331
H -5.1276 -3.3144 2.3345 -0.017 0.004 -0.019
F -2.7704 -0.2144 5.8930 0.047 0.011 0.053
F -2.3502 2.3295 5.5030 0.010 -0.002 0.055
H -1.0583 4.7532 -1.7997 0.048 -0.054 0.078
F 1.4486 1.1764 4.2288 0.020 0.033 -0.059
H -1.6663 -1.6773 -1.1017 -0.050 -0.006 -0.025
H 2.1266 -5.8176 -3.4142 -0.004 0.021 -0.004
O 4.6225 -1.6504 2.3417 0.047 -0.330 -0.144
N 4.5897 -2.8106 2.7153 0.136 0.210 0.675
C 0.8929 -3.2257 2.7258 -0.137 -0.231 -0.070
C -0.7306 0.6658 5.0164 0.081 0.043 0.005
O -1.0721 0.8397 3.6853 -0.217 -0.140 -0.422
H -3.3659 1.6827 -6.9022 0.013 -0.009 0.008
F -0.9926 1.8085 7.0971 0.000 -0.055 0.027
Cl -4.0253 -0.9888 -6.1755 -0.009 -0.011 -0.012
H 3.7081 0.6598 2.5849 0.005 0.031 -0.095
S 2.3989 4.4778 -6.2910 0.010 -0.032 0.034
F 1.0907 -0.8652 4.8220 -0.027 -0.005 -0.045
H -4.1702 2.7623 -1.7564 0.017 -0.014 0.051
```
Positions in Å, forces in eV/Å.

=====

> Look up the calculated total energy of the first one.

-365.9375 a.u.

=====

> What is the formula in the second record?

C6H10IN3O

=====

Repeat the second record exactly.
Below is a 2-piece molecular cluster, C6H10IN3O overall at a distorted geometry, with properties calculated with ωB97M-V/def2-TZVPD.

## Properties
* HOMO level: -6.5 eV
* calculated total energy: -771.6817 a.u.

XYZ file:
```
21
Properties=species:S:1:pos:R:3:forces:R:3
N 2.1878 -1.1012 0.1562 0.224 1.916 -1.272
H 1.7805 -1.9785 1.9972 -0.039 -0.502 0.895
H 0.0108 3.0794 0.5185 -0.396 0.882 -0.278
O -0.5754 0.8468 -1.4552 -1.164 -0.586 1.780
I -3.0323 -0.5931 -0.1561 0.838 0.332 -0.448
H 1.0248 1.8272 0.0185 2.243 -1.023 -2.770
H 0.1933 -3.7061 1.9259 -0.148 -0.314 0.451
H 1.6074 -0.5927 -1.9732 0.585 -0.415 1.491
H -0.1134 -2.3679 -1.5671 -0.108 -0.077 0.125
C 1.4846 -1.8624 0.9948 1.684 0.172 -0.159
H -1.5825 1.4131 1.6255 1.440 -0.569 -1.604
C -1.0747 0.6265 -0.3928 -1.012 -0.140 -1.643
C -0.6935 1.0753 0.9522 0.925 -0.181 2.596
C -0.2682 -3.4119 1.0100 -0.205 -0.433 0.269
H 0.9942 2.2311 1.5883 2.139 0.392 3.527
N 0.5372 -2.5622 0.3761 -0.476 1.133 0.312
C 1.5500 -1.1123 -0.9823 -0.529 -0.662 -0.738
H -0.9020 -4.0779 0.5050 -0.646 -0.456 -0.779
N 0.4793 -1.9912 -0.8465 -0.233 -0.477 -0.522
C 0.4384 2.1401 0.7681 -4.397 -0.642 -0.002
H -0.2848 0.1240 1.5224 -0.727 1.651 -1.232
```
Positions in Å, forces in eV/Å.